(a)
The following is a quantum chemistry calculation of a cluster of 4 separate species, H8O4 in total, from the OMol25 dataset.

## Properties
- SMILES string = O.O.O.O
- LUMO (eV) = 0.5
- spin multiplicity = 1

Atoms and positions in Å:
O (0.51738, -1.81300, -0.13880)
H (-0.01340, -2.61811, 0.01764)
H (0.07072, -1.06870, -0.61470)
O (0.53895, 1.82342, -1.60315)
H (1.20103, 1.09424, -1.33404)
H (0.25493, 1.60170, -2.43762)
O (1.06132, 0.16907, 1.56665)
H (2.06181, 0.23886, 1.69836)
H (1.06557, -0.86430, 1.30000)
O (-2.29440, 0.08281, 0.28548)
H (-1.86572, 0.27282, 1.10107)
H (-2.59819, 1.08119, 0.15911)

Mulliken population analysis, charges in e, atoms 1 to 2:
1 O -0.68
2 H 0.33

(b)
The following is a quantum chemistry calculation of a cluster of 4 separate species, H8O4 in total, from the OMol25 dataset.

## Properties
- SMILES string = O.O.O.O
- LUMO (eV) = 0.3
- spin multiplicity = 1

Atoms and positions in Å:
O (32.99610, 22.59755, 13.00915)
H (32.87618, 23.45253, 13.45245)
H (33.51753, 22.79048, 12.22422)
O (32.92936, 25.15978, 14.55525)
H (33.84203, 25.44627, 14.68017)
H (32.64018, 24.85386, 15.42494)
O (30.63079, 25.77043, 12.81047)
H (31.44706, 25.82459, 13.32991)
H (30.85492, 26.10573, 11.93738)
O (33.54489, 21.24314, 15.59955)
H (33.33975, 21.80955, 14.83950)
H (32.72972, 20.76265, 15.77345)

Mulliken population analysis, charges in e, atoms 1 to 2:
1 O -0.68
2 H 0.41

Verdict on stability: (b) comes out on top.